Here is 7 unconnected molecules or ions with the total composition C27H52O10 from the OMol25 dataset. Energies are from ωB97M-V with the def2-TZVPD basis set.

Bonds (Å) are listed after each position.
CARTESIAN COORDINATES (ANGSTROEM)
1 C -0.876 0.449 -2.640  O2 1.430, H7 1.096, H8 1.082, H9 1.091
2 O -1.668 0.534 -1.453  C1 1.430, C3 1.325
3 C -1.058 0.159 -0.339  O2 1.325, O4 1.210, O5 1.329
4 O -0.015 -0.452 -0.270  C3 1.210
5 O -1.782 0.566 0.698  C3 1.329, C6 1.442
6 C -1.295 0.143 1.988  O5 1.442, H10 1.093, H11 1.084, H12 1.084
7 H 0.021 1.056 -2.473  C1 1.096
8 H -1.419 0.807 -3.506  C1 1.082
9 H -0.465 -0.555 -2.747  C1 1.091
10 H -1.250 -0.949 1.941  C6 1.093
11 H -2.099 0.380 2.676  C6 1.084
12 H -0.332 0.555 2.266  C6 1.084
13 O 1.443 -1.871 -3.304  C14 1.192
14 C 2.501 -1.342 -3.153  O13 1.192, C15 1.512, O18 1.351
15 C 2.899 -0.401 -2.039  C14 1.512, C16 1.541, H19 1.084, H20 1.090
16 C 4.248 0.194 -2.489  C15 1.541, C17 1.541, H21 1.089, H22 1.091
17 C 4.619 -0.618 -3.745  C16 1.541, O18 1.434, H23 1.088, H24 1.086
18 O 3.525 -1.504 -4.019  C14 1.351, C17 1.434
19 H 2.116 0.320 -1.833  C15 1.084
20 H 3.049 -1.022 -1.156  C15 1.090
21 H 4.245 1.269 -2.659  C16 1.089
22 H 4.945 0.052 -1.663  C16 1.091
23 H 4.705 0.042 -4.607  C17 1.088
24 H 5.525 -1.201 -3.607  C17 1.086
25 C -2.202 -4.384 2.474  C26 1.523, C29 1.533, H30 1.096, H31 1.088
26 C -2.913 -3.812 1.255  C25 1.523, C27 1.535, H32 1.088, H33 1.092
27 C -3.884 -4.953 0.921  C26 1.535, O28 1.408, H34 1.098, H35 1.093
28 O -4.331 -5.412 2.174  C27 1.408, C29 1.443
29 C -3.294 -5.214 3.158  C25 1.533, O28 1.443, H36 1.093, H37 1.089
30 H -1.886 -3.545 3.106  C25 1.096
31 H -1.299 -4.950 2.253  C25 1.088
32 H -2.247 -3.527 0.443  C26 1.088
33 H -3.558 -2.983 1.554  C26 1.092
34 H -3.434 -5.759 0.327  C27 1.098
35 H -4.717 -4.574 0.324  C27 1.093
36 H -2.906 -6.193 3.452  C29 1.093
37 H -3.727 -4.736 4.035  C29 1.089
38 C -2.495 -1.340 -5.522  C39 1.524, C42 1.534, H43 1.089, H44 1.082
39 C -3.906 -0.776 -5.409  C38 1.524, C40 1.541, H45 1.093, H46 1.092
40 C -3.688 0.744 -5.544  C39 1.541, O41 1.425, H47 1.094, H48 1.096
41 O -2.401 0.932 -6.126  C40 1.425, C42 1.437
42 C -1.905 -0.352 -6.537  C38 1.534, O41 1.437, H49 1.089, H50 1.095
43 H -2.465 -2.302 -6.031  C38 1.089
44 H -1.871 -1.196 -4.650  C38 1.082
45 H -4.409 -1.046 -4.477  C39 1.093
46 H -4.582 -1.160 -6.176  C39 1.092
47 H -3.823 1.230 -4.574  C40 1.094
48 H -4.424 1.197 -6.219  C40 1.096
49 H -0.817 -0.322 -6.509  C42 1.089
50 H -2.246 -0.531 -7.563  C42 1.095
51 C 2.383 3.102 -5.181  C52 1.512, C55 1.540, H56 1.094, H57 1.089
52 C 1.426 3.353 -4.038  C51 1.512, C53 1.520, H58 1.096, H59 1.093
53 C 1.523 4.856 -3.840  C52 1.520, O54 1.422, H60 1.095, H61 1.098
54 O 2.797 5.258 -4.326  C53 1.422, C55 1.419
55 C 3.477 4.143 -4.880  C51 1.540, O54 1.419, H62 1.101, H63 1.086
56 H 1.960 3.370 -6.154  C51 1.094
57 H 2.762 2.084 -5.267  C51 1.089
58 H 1.698 2.780 -3.144  C52 1.096
59 H 0.399 3.021 -4.215  C52 1.093
60 H 1.360 5.160 -2.800  C53 1.095
61 H 0.743 5.388 -4.399  C53 1.098
62 H 4.147 3.712 -4.120  C55 1.101
63 H 4.044 4.471 -5.746  C55 1.086
64 C -2.245 -0.580 5.812  C65 1.535, C68 1.528, H69 1.090, H70 1.088
65 C -0.876 -0.212 6.403  C64 1.535, C66 1.518, H71 1.094, H72 1.087
66 C -0.034 -1.396 5.964  C65 1.518, O67 1.420, H73 1.090, H74 1.102
67 O -0.877 -2.534 6.068  C66 1.420, C68 1.418
68 C -2.219 -2.105 5.904  C64 1.528, O67 1.418, H75 1.091, H76 1.099
69 H -2.232 -0.222 4.783  C64 1.090
70 H -3.083 -0.096 6.309  C64 1.088
71 H -0.847 -0.194 7.496  C65 1.094
72 H -0.495 0.735 6.030  C65 1.087
73 H 0.886 -1.507 6.536  C66 1.090
74 H 0.286 -1.277 4.916  C66 1.102
75 H -2.841 -2.498 6.709  C68 1.091
76 H -2.626 -2.485 4.956  C68 1.099
77 C 2.886 3.489 4.913  C78 1.526, C81 1.526, H82 1.089, H83 1.090
78 C 3.833 2.490 5.572  C77 1.526, C79 1.532, H84 1.089, H85 1.088
79 C 2.901 1.367 6.036  C78 1.532, O80 1.417, H86 1.096, H87 1.092
80 O 1.758 1.407 5.200  C79 1.417, C81 1.419
81 C 1.703 2.628 4.479  C77 1.526, O80 1.419, H88 1.097, H89 1.100
82 H 3.369 3.994 4.077  C77 1.089
83 H 2.547 4.274 5.590  C77 1.090
84 H 4.355 2.915 6.428  C78 1.089
85 H 4.551 2.076 4.867  C78 1.088
86 H 2.623 1.472 7.091  C79 1.096
87 H 3.375 0.388 5.934  C79 1.092
88 H 0.726 3.100 4.633  C81 1.097
89 H 1.707 2.424 3.399  C81 1.100

Results
Structure (SMILES) ... COC(=O)OC.O=C1CCCO1.C1CCOC1.C1CCOC1.C1CCOC1.C1CCOC1.C1CCOC1
HOMO energy ... -9.418 eV
Total energy ... -1812.28160 a.u.
Energy relative to the best compared isomer or geometry (same formula, charge and spin) ... 25.1 kJ/mol
Kohn-Sham gap ... 9.785 eV
LUMO energy ... 0.0135 Eh

Löwdin population analysis, charges in e, atoms 1 to 8: C -0.021; O 0.018; C -0.619; O 0.118; O 0.009; C -0.019; H 0.078; H 0.085